This record from the OMol25 dataset describes the molecule C4H9IN2. The level of theory is ωB97M-V with the def2-TZVPD basis set.

Element x y z (Å)
C1 1.647 2.359 -0.142
C2 1.087 0.927 -0.094
I1 2.833 -0.314 -0.231
N1 -0.217 0.596 0.106
N2 -0.815 -0.568 0.029
C3 -0.171 -1.836 -0.273
C4 -2.230 -0.642 0.518
H1 2.443 2.486 -0.947
H2 0.778 2.997 -0.307
H3 1.911 2.445 0.894
H4 -0.717 -2.707 -0.486
H5 0.288 -1.750 -1.194
H6 0.712 -2.190 0.457
H7 -2.782 -0.720 -0.447
H8 -2.489 -1.434 1.117
H9 -2.277 0.351 1.002

Summary:
LUMO energy: 0.678 eV
DFT total energy: -564.89580 a.u.
Spin multiplicity: 1
HOMO-LUMO gap: 8.312 eV
Energy relative to the best compared isomer or geometry (same formula, charge and spin): 22.2 kcal per mole
SMILES string: C/C(I)=N/N(C)C
Charge: 0
M: 212.03 g/mol

***

This record from the OMol25 dataset describes the molecule C5H7NO. The level of theory is ωB97M-V with the def2-TZVPD basis set.

Element x y z (Å)
C1 2.064 1.181 0.379
C2 0.831 0.372 -0.005
C3 -0.191 0.261 0.847
O1 -1.406 -0.345 0.613
C4 -1.550 -1.092 -0.487
N1 -2.846 -1.407 -0.578
C5 1.016 0.013 -1.365
H1 2.942 0.823 -0.169
H2 2.270 1.104 1.450
H3 1.908 2.227 0.106
H4 -0.147 0.640 1.855
H5 -3.574 -1.037 0.033
H6 -3.149 -1.999 -1.333
H7 1.831 -0.745 -1.376

Summary:
LUMO energy: -0.057 eV
DFT total energy: -324.50203 a.u.
Spin multiplicity: 1
HOMO-LUMO gap: 7.680 eV
Energy relative to the best compared isomer or geometry (same formula, charge and spin): 139.6 kcal per mole
Charge: 0
M: 97.12 g/mol

***

This record from the OMol25 dataset describes the molecule C5H11NO. The level of theory is ωB97M-V with the def2-TZVPD basis set.

Element x y z (Å)
C1 -1.537 2.429 0.072
N1 -0.590 1.436 -0.388
C2 -0.320 0.312 0.334
O1 -0.790 0.115 1.445
C3 0.582 -0.722 -0.338
C4 1.900 -0.850 0.430
C5 -0.168 -2.057 -0.352
H1 -2.337 2.572 -0.662
H2 -1.055 3.393 0.267
H3 -1.967 2.053 1.002
H4 -0.132 1.572 -1.274
H5 0.797 -0.415 -1.372
H6 1.696 -1.100 1.476
H7 2.478 0.080 0.406
H8 2.516 -1.645 -0.004
H9 0.468 -2.858 -0.746
H10 -0.467 -2.311 0.669
H11 -1.073 -2.004 -0.967

Summary:
LUMO energy: 0.907 eV
DFT total energy: -327.12817 a.u.
Spin multiplicity: 1
HOMO-LUMO gap: 10.557 eV
Energy relative to the best compared isomer or geometry (same formula, charge and spin): 2.0 kcal per mole
SMILES string: CNC(=O)C(C)C
Charge: 0
M: 101.15 g/mol

***

This record from the OMol25 dataset describes C32H48B2HgO40 as an isolated structure. The level of theory is ωB97M-V with the def2-TZVPD basis set.

Element x y z (Å)
Hg1 -0.009 0.285 -0.296
O1 -2.934 -6.055 5.220
C1 -2.830 -5.445 4.163
O2 -1.720 -5.202 3.475
B1 -2.052 -4.265 2.254
O3 -3.480 -3.885 2.437
C2 -3.989 -4.480 3.552
O4 -5.091 -4.404 4.011
O5 -1.835 -4.863 0.953
C3 -1.177 -4.053 0.183
O6 -0.812 -4.203 -0.995
C4 -0.707 -2.847 0.958
O7 -1.118 -3.092 2.236
O8 0.016 -1.927 0.539
O9 1.406 0.444 1.905
C5 1.988 0.800 2.915
O10 1.415 1.385 3.946
B2 2.339 1.405 5.015
O11 3.599 0.711 4.584
C6 3.454 0.435 3.254
O12 4.262 -0.083 2.483
O13 2.509 2.724 5.539
C7 2.237 2.719 6.828
O14 2.204 3.715 7.492
C8 1.760 1.352 7.236
O15 1.792 0.629 6.113
O16 1.409 0.966 8.365
C9 3.874 3.879 -1.342
O17 2.928 2.803 -1.208
C10 3.194 1.585 -0.871
O18 2.279 0.728 -0.709
O19 4.484 1.339 -0.777
C11 4.992 0.031 -0.572
H1 3.428 4.854 -1.538
H2 4.490 3.710 -2.225
H3 4.563 4.045 -0.514
H4 5.586 -0.298 -1.424
H5 4.181 -0.689 -0.466
H6 5.537 -0.095 0.364
C12 -2.309 0.132 4.342
O20 -2.987 0.740 3.286
C13 -2.541 0.703 1.959
O21 -1.471 0.201 1.561
O22 -3.442 1.208 1.131
C14 -4.576 1.990 1.578
H7 -2.878 0.145 5.272
H8 -1.357 0.647 4.476
H9 -2.006 -0.911 4.258
H10 -4.841 1.864 2.628
H11 -5.452 1.800 0.958
H12 -4.448 3.063 1.434
C15 1.081 -2.278 4.801
O23 -0.143 -2.191 5.489
C16 -0.566 -3.030 6.460
O24 0.177 -3.904 6.950
O25 -1.815 -2.639 6.681
C17 -2.601 -3.228 7.719
H13 1.894 -2.278 5.527
H14 1.282 -1.489 4.076
H15 1.188 -3.272 4.367
H16 -3.650 -3.037 7.492
H17 -2.346 -2.803 8.690
H18 -2.614 -4.313 7.823
C18 -2.959 -2.713 -3.602
O26 -2.292 -2.046 -2.476
C19 -2.791 -0.938 -1.890
O27 -2.114 -0.234 -1.043
O28 -4.118 -0.854 -2.078
C20 -4.956 -0.017 -1.178
H19 -2.989 -2.304 -4.612
H20 -3.959 -3.106 -3.416
H21 -2.284 -3.555 -3.751
H22 -5.981 -0.141 -1.530
H23 -4.627 1.007 -1.350
H24 -4.846 -0.306 -0.133
C21 1.515 4.203 2.182
O29 0.222 4.523 1.573
C22 -0.411 3.587 0.737
O30 -0.032 2.463 0.368
O31 -1.627 3.981 0.565
C23 -2.388 3.640 -0.587
H25 1.932 5.192 2.369
H26 2.224 3.731 1.500
H27 1.445 3.543 3.047
H28 -2.158 2.647 -0.973
H29 -2.111 4.310 -1.401
H30 -3.413 3.718 -0.224
C24 2.216 -3.394 -1.678
O32 1.682 -2.974 -2.877
C25 0.967 -1.914 -3.007
O33 0.766 -1.051 -2.192
O34 0.233 -1.880 -4.208
C26 0.581 -2.706 -5.274
H31 2.112 -4.475 -1.583
H32 1.779 -3.091 -0.726
H33 3.253 -3.057 -1.685
H34 1.528 -3.205 -5.069
H35 0.562 -2.106 -6.184
H36 -0.149 -3.508 -5.383
C27 2.080 2.090 -9.096
O35 2.610 1.108 -8.161
C28 2.574 1.338 -6.838
O36 2.378 2.461 -6.281
O37 3.050 0.195 -6.261
C29 3.114 0.203 -4.811
H37 1.955 1.515 -10.013
H38 2.742 2.955 -9.135
H39 1.087 2.449 -8.827
H40 3.036 -0.818 -4.438
H41 2.227 0.660 -4.372
H42 3.923 0.699 -4.274
C30 0.600 3.936 -3.760
O38 -0.212 2.850 -4.254
C31 -0.421 1.777 -3.401
O39 0.038 1.688 -2.271
O40 -1.145 0.786 -4.018
C32 -1.155 0.711 -5.444
H43 1.614 3.545 -3.681
H44 0.135 4.425 -2.904
H45 0.743 4.760 -4.458
H46 -1.776 1.478 -5.907
H47 -1.620 -0.196 -5.830
H48 -0.142 0.635 -5.838

Summary:
LUMO energy: -0.419 eV
DFT total energy: -4461.16972 a.u.
Spin multiplicity: 1
HOMO-LUMO gap: 8.648 eV
Charge: 0
M: 1294.91 g/mol

***

This record from the OMol25 dataset describes the molecule C5H8O. The level of theory is ωB97M-V with the def2-TZVPD basis set.

Element x y z (Å)
C1 -1.786 -0.160 0.392
C2 -0.329 0.220 0.225
C3 0.294 1.088 -0.807
C4 0.682 -0.383 -0.692
C5 1.572 -0.543 0.508
O1 0.686 0.283 1.305
H1 -1.929 -0.965 1.121
H2 -2.449 0.670 0.662
H3 -2.153 -0.550 -0.569
H4 0.951 1.805 -0.324
H5 -0.229 1.444 -1.689
H6 0.520 -1.129 -1.461
H7 2.622 -0.241 0.376
H8 1.547 -1.540 0.953

Summary:
LUMO energy: 1.076 eV
DFT total energy: -270.46511 a.u.
Spin multiplicity: 1
HOMO-LUMO gap: 10.406 eV
Energy relative to the best compared isomer or geometry (same formula, charge and spin): 58.2 kcal per mole
SMILES string: C[C@]12C[C@H]1CO2
Charge: 0
M: 84.12 g/mol

***

This record from the OMol25 dataset describes a 2-piece molecular cluster, F2H2SSi overall. The level of theory is ωB97M-V with the def2-TZVPD basis set.

Element x y z (Å)
F1 -0.965 1.754 -1.424
Si1 -0.036 0.809 -0.568
F2 -1.483 -0.127 -0.263
S1 1.892 0.410 -0.419
H1 0.531 -1.440 1.121
H2 0.063 -1.406 1.554

Summary:
LUMO energy: -1.353 eV
DFT total energy: -888.66737 a.u.
Spin multiplicity: 1
HOMO-LUMO gap: 9.208 eV
Energy relative to the best compared isomer or geometry (same formula, charge and spin): 48.3 kcal per mole
SMILES string: F[Si](F)=S.[H][H]
Charge: 0
M: 100.16 g/mol

***

This record from the OMol25 dataset describes the molecule C2H5N3O3. The level of theory is ωB97M-V with the def2-TZVPD basis set.

Element x y z (Å)
N1 -1.576 0.488 1.332
C1 -0.314 0.183 0.917
O1 0.345 -0.585 1.567
O2 -0.003 1.273 -0.141
C2 0.320 0.610 -1.287
N2 -0.062 -0.728 -1.719
N3 1.096 -0.534 -0.938
O3 2.158 -1.160 -0.355
H1 -1.789 0.302 2.299
H2 -2.017 1.314 0.965
H3 0.673 1.262 -2.080
H4 -0.783 -1.186 -1.158
H5 1.950 -1.241 0.598

Summary:
LUMO energy: 0.501 eV
DFT total energy: -468.98425 a.u.
Spin multiplicity: 1
HOMO-LUMO gap: 8.118 eV
Energy relative to the best compared isomer or geometry (same formula, charge and spin): 135.8 kcal per mole
SMILES string: NC(=O)O[C@@H]1NN1O
Charge: 0
M: 119.08 g/mol

***

This record from the OMol25 dataset describes the molecule C7Cl8OS. The level of theory is ωB97M-V with the def2-TZVPD basis set.

Element x y z (Å)
O1 -0.737 -2.477 1.401
Cl1 1.742 1.728 -3.522
Cl2 -0.534 -0.449 -3.747
Cl3 3.199 2.136 -0.788
Cl4 -1.747 -1.733 -1.312
Cl5 2.194 0.788 1.772
Cl6 -1.226 1.331 3.102
Cl7 -2.870 0.138 1.047
Cl8 -2.515 -1.223 3.679
C1 1.243 0.805 -2.120
C2 0.133 -0.080 -2.207
C3 1.845 1.064 -0.895
C4 -0.355 -0.694 -1.044
C5 1.344 0.489 0.249
C6 0.225 -0.395 0.197
S1 -0.220 -1.165 1.783
C7 -1.721 -0.260 2.406

Summary:
LUMO energy: -0.894 eV
DFT total energy: -4421.65542 a.u.
Spin multiplicity: 1
HOMO-LUMO gap: 8.812 eV
Energy relative to the best compared isomer or geometry (same formula, charge and spin): 0.0 kcal per mole
Charge: 0
M: 415.77 g/mol

***

This record from the OMol25 dataset describes C2H3I3O2 as an isolated structure. The level of theory is ωB97M-V with the def2-TZVPD basis set.

Element x y z (Å)
C1 0.636 0.070 -0.934
C2 -0.191 0.067 0.359
O1 -0.887 -1.107 0.426
O2 -1.014 1.203 0.341
I1 -0.724 -0.724 -2.495
I2 1.685 1.731 -1.581
I3 1.218 0.185 2.069
H1 1.782 -1.124 -0.680
H2 -1.059 -1.463 1.358
H3 -1.444 1.162 1.136

Summary:
LUMO energy: -0.407 eV
DFT total energy: -1121.45827 a.u.
Spin multiplicity: 1
HOMO-LUMO gap: 8.742 eV
Energy relative to the best compared isomer or geometry (same formula, charge and spin): 57.3 kcal per mole
Charge: 0
M: 439.76 g/mol